Formula: C26H53NO12
Source: OMol25
Level of theory: the ωB97M-V functional and the def2-TZVPD basis

Geometry as XYZ:
```
92
Properties=species:S:1:pos:R:3:forces:R:3:mulliken_charge:R:1
C -5.421806 0.753813 0.935316 0.3 -0.2 -1.3 -0.9232
C -4.265086 0.815580 2.095381 -0.2 0.1 0.2 0.1774
O -3.445926 2.043510 2.091373 -3.0 -1.6 2.2 -0.2076
N -2.487628 1.895726 1.129260 1.5 -0.1 -2.8 -0.2434
C -1.405287 2.945808 1.250049 0.4 1.5 -1.2 0.9882
C -0.167547 2.557953 2.252586 -0.8 -1.0 -0.2 -0.7754
C -0.545099 2.524543 3.847539 1.7 1.4 0.3 -0.0855
C 0.830821 1.988876 4.629302 0.3 0.1 -0.1 -0.5881
C 0.749194 0.411825 5.080570 0.9 0.7 0.3 -0.6195
C 1.513627 -0.525620 3.954676 -0.8 -1.0 1.2 -0.6559
C 0.486703 -1.795621 3.615948 0.4 0.0 -1.2 -0.3227
C 0.537387 -2.134794 1.988633 -0.2 0.4 0.3 -0.3549
C 0.065924 -3.663316 1.620814 0.3 0.3 -0.2 -0.2342
O -1.346342 -3.637411 1.117834 0.6 -0.2 2.4 -0.4028
C -2.265096 -3.326833 2.246694 0.0 0.6 1.0 -0.2739
C -2.132374 4.381615 1.564062 -3.0 6.5 -1.1 0.1887
O -2.481386 4.855734 2.763588 2.2 -3.1 -4.3 -0.6905
O -2.498458 5.245273 0.394378 1.8 -5.1 5.2 -0.7456
C -0.723354 3.105637 -0.268630 3.5 1.7 -5.5 -0.0783
O -0.908344 2.219707 -1.263989 -0.1 3.2 5.2 -0.7456
O 0.196160 4.245266 -0.597708 -4.2 -6.0 3.2 -0.7215
H -5.269035 -0.272838 0.346284 -0.6 2.1 1.3 0.2384
H -5.317292 1.599454 0.102620 0.0 -1.7 2.0 0.2866
H -6.520259 0.826039 1.332758 2.2 -0.2 -0.5 0.2599
H -3.525734 -0.086297 1.920739 -1.4 1.7 0.5 -0.1593
H -4.831678 0.760326 3.137357 1.5 0.2 -2.0 0.2984
H -3.039648 2.020373 0.227961 1.8 0.3 1.0 0.2492
H 0.744763 3.263363 1.987666 -2.1 -1.2 0.7 0.3789
H 0.170591 1.449736 1.966842 -0.8 2.2 0.4 -0.0682
H -0.688834 3.644357 4.234835 -0.1 -2.5 -1.1 0.2091
H -1.499503 1.906443 4.123286 1.9 1.1 -0.7 0.0905
H 1.753150 2.073502 3.877371 -2.0 -0.1 1.6 0.2855
H 1.106936 2.725853 5.526083 -0.8 -1.8 -1.7 0.3646
H 1.291632 0.227445 6.125153 -1.1 0.5 -2.1 0.2687
H -0.374344 0.127700 5.249459 2.1 0.4 -0.6 0.3392
H 2.499813 -0.955844 4.468113 -2.0 0.8 -1.2 0.3160
H 1.852018 0.056836 2.996407 -1.0 -1.0 1.9 0.4214
H 0.821533 -2.751313 4.246971 -0.9 2.0 -1.3 0.1899
H -0.650696 -1.514387 3.832928 2.7 -0.6 -0.1 0.1409
H 1.607826 -1.843248 1.566722 -2.2 -1.0 0.9 0.4347
H -0.220188 -1.392457 1.450587 1.6 -1.6 1.1 0.1187
H 0.784859 -4.121549 0.788255 -1.9 1.0 1.5 0.0179
H 0.096351 -4.412165 2.533108 0.1 1.6 -1.6 0.2091
H -3.263733 -3.961622 2.202644 2.1 1.4 -0.4 0.2627
H -1.779220 -3.568750 3.306235 -0.8 0.3 -2.3 0.2587
H -2.488886 -2.155348 2.279979 0.3 -2.6 -0.3 -0.1445
C 0.469107 8.906226 -6.519273 -0.3 -0.3 0.4 -0.8545
O 0.311081 7.745755 -5.720660 0.6 0.4 -0.6 -0.2628
C 1.319852 6.762078 -5.903223 0.2 0.0 0.5 -0.4687
C 2.074581 6.419408 -4.605957 -0.2 -0.2 0.2 -0.1606
O 2.789094 7.471759 -3.953067 -0.2 0.1 -0.3 -0.4896
C 2.036066 8.578664 -3.450451 0.0 0.1 0.2 -0.2290
C 0.980602 8.295095 -2.370646 -0.5 -0.7 -0.7 -0.5002
O -0.064278 7.452478 -2.841664 1.1 1.1 -0.2 -0.3475
C -0.302315 6.292778 -2.050090 -0.2 -0.3 0.4 -0.8357
H -0.198204 8.848816 -7.382885 0.1 0.1 -0.2 0.2506
H 0.178379 9.775710 -5.922049 0.0 -0.1 0.0 0.2344
H 1.501870 9.057683 -6.850453 0.0 -0.1 0.0 0.3993
H 2.041736 7.053441 -6.682257 -0.1 0.2 0.1 0.3442
H 0.820880 5.852673 -6.250351 0.1 -0.2 0.1 0.3525
H 2.830508 5.669009 -4.863908 0.1 0.2 -0.1 0.3973
H 1.422759 5.919361 -3.890793 -0.2 0.2 -0.1 0.0346
H 1.616662 9.143668 -4.280690 -0.3 -0.1 0.0 -0.0044
H 2.776270 9.248243 -3.000282 0.1 -0.1 0.1 0.4263
H 0.514970 9.243876 -2.088930 0.2 0.4 0.1 0.3901
H 1.467750 7.882988 -1.477672 -0.1 -0.1 -0.1 0.3315
H 0.570285 6.002207 -1.451287 -0.3 0.2 -0.2 0.4771
H -0.538696 5.466577 -2.720882 0.0 0.0 0.1 0.2178
H -1.160761 6.467616 -1.401008 0.1 -0.3 0.2 0.3397
C 0.163242 -10.886629 -0.327355 0.3 0.1 -0.3 -0.8359
O 0.317201 -9.716386 -1.112387 -0.3 -0.2 0.6 -0.2776
C -0.632366 -8.694925 -0.841259 0.3 0.4 0.2 -0.6546
C 0.013273 -7.366180 -0.408218 -0.1 0.1 -0.1 -0.1118
O 0.807658 -7.367721 0.780558 0.2 -0.3 -0.3 -0.4535
C 1.991913 -8.169180 0.791465 0.0 0.1 0.1 -0.2169
C 3.088382 -7.840172 -0.233182 -0.5 -0.2 -0.1 -0.5217
O 2.651296 -8.026871 -1.573979 0.1 0.7 0.1 -0.2931
C 2.826407 -6.898089 -2.424474 -0.1 -0.3 0.1 -0.8088
H -0.347210 -11.654966 -0.913463 -0.1 -0.1 0.1 0.2529
H 1.158877 -11.260507 -0.070200 0.0 0.0 -0.1 0.2405
H -0.377597 -10.704198 0.607220 0.0 0.0 -0.1 0.3890
H -1.369173 -9.008951 -0.085345 0.3 0.0 -0.1 0.3744
H -1.181048 -8.513445 -1.769970 -0.1 0.2 0.0 0.3585
H -0.803410 -6.661872 -0.213168 0.1 -0.1 0.2 0.4624
H 0.575852 -6.916327 -1.225234 0.0 -0.2 -0.1 0.0345
H 1.721436 -9.222961 0.762944 0.1 -0.1 -0.3 0.0297
H 2.431015 -8.018458 1.783111 0.0 0.2 -0.1 0.4382
H 3.922205 -8.530504 -0.076518 0.1 0.0 0.3 0.3674
H 3.460029 -6.821815 -0.061792 -0.1 -0.1 -0.1 0.3502
H 2.887863 -5.954052 -1.868195 0.0 -0.2 0.0 0.3713
H 1.966048 -6.838803 -3.091342 0.0 0.0 0.0 0.2585
H 3.723408 -7.035983 -3.028774 0.1 0.2 -0.1 0.2509
```
Positions in Å, forces in eV/Å.

The total charge is -2. The calculation puts the maximum force at 0.155 Eh/bohr. As for the lowest unoccupied orbital energy: 3.098 eV. The value obtained for the molar mass is 571.705 g/mol. For the total energy, the calculation gives -53865.9913 eV.